1.
Computed, not measured: a 2-piece molecular cluster, C3H9NO3 overall at a distorted geometry, with the ωB97M-V functional and the def2-TZVPD basis.

The geometry in ORCA input format:
```
! wB97M-V def2-TZVPD RIJCOSX def2/J DEFGRID3
* xyz 1 2
C 1.02429 -0.92965 1.45373
O 1.78489 -0.27426 2.41406
C 0.03097 0.17832 1.00641
N -0.85255 -0.32531 -0.00858
H 0.48192 -1.78389 1.86348
H 1.62807 -1.26384 0.60107
H 2.47458 -0.87031 2.72949
H -0.56063 0.50768 1.85236
H 0.60746 1.02605 0.63080
H -1.65751 -0.84827 0.34044
H -0.40222 -0.84520 -0.77222
H -1.19898 1.19363 -1.04150
O -1.24865 1.77999 -1.82373
C -0.82166 1.02537 -2.80677
O -0.45814 -0.11359 -2.66741
H -0.83182 1.54327 -3.77163
*
```

The calculation puts the calculated total energy at -399.83148 hartree. As for the expectation value of S²: 0.755. Its HOMO-LUMO gap (alpha / beta) is 11.97 / 5.96 eV. As for the relative energy (zero: lowest compared OMol25 entry of this formula, charge and spin): 0.834 eV.

***

2.
Computed, not measured: a 2-piece molecular cluster, C3H9NO3 overall at a distorted geometry, with the ωB97M-V functional and the def2-TZVPD basis.

The geometry in ORCA input format:
```
! wB97M-V def2-TZVPD RIJCOSX def2/J DEFGRID3
* xyz 1 2
O -0.50959 2.73789 -0.31305
C -0.27475 1.65639 0.10578
C -1.32825 0.52322 0.15249
N -2.01445 0.07253 -1.02888
C -1.25615 -0.27851 -2.21346
O -0.19623 0.52766 -2.58536
H 0.61757 1.32492 0.64721
H -0.77211 -0.35874 0.44903
H -2.04883 0.74848 0.91642
H -2.99802 0.31536 -1.14654
H -1.96505 -0.28214 -3.05968
H -0.97065 -1.33499 -2.13402
H -0.33855 1.43383 -2.29988
H 5.20278 -2.64876 4.68285
H 4.02443 -1.97574 4.00652
O 4.82784 -2.46140 3.82057
*
```

The calculation puts the calculated total energy at -399.80284 hartree. As for the expectation value of S²: 0.755. Its HOMO-LUMO gap (alpha / beta) is 8.95 / 4.66 eV. As for the relative energy (zero: lowest compared OMol25 entry of this formula, charge and spin): 1.613 eV.

***

3.
Computed, not measured: an isolated ion of composition C3H9NO3P and charge -1 at a distorted geometry, with the ωB97M-V functional and the def2-TZVPD basis.

The geometry in ORCA input format:
```
! wB97M-V def2-TZVPD RIJCOSX def2/J DEFGRID3
* xyz -1 1
C 0.98552 0.39345 1.33186
C -1.43454 -0.12593 0.46780
C 0.09441 -0.24963 0.12233
N -0.77930 0.18236 -2.80713
O 0.17764 2.42360 -1.24378
O 0.53586 -1.50270 -0.23433
O 1.93423 0.49641 -1.71936
P 0.56165 0.94931 -1.38073
H 0.99108 -0.27846 2.24862
H 0.61636 1.42842 1.43610
H 1.91916 0.45335 0.75951
H -1.97627 -0.44731 -0.40522
H -1.80335 0.85788 0.75203
H -1.59143 -0.86009 1.39525
H -1.37535 1.04335 -2.73425
H -1.35233 -0.64614 -2.49878
H 1.40355 -1.33473 -0.77317
*
```

The calculation puts the calculated total energy at -741.63106 hartree. Its HOMO-LUMO gap is 8.40 eV. As for the relative energy (zero: lowest compared OMol25 entry of this formula, charge and spin): 1.647 eV. The SMILES is CC(C)(O)[P@@](N)(=O)[O-].

***

4.
Computed, not measured: a 2-piece molecular cluster, C3H9NO3S overall at a distorted geometry, with the ωB97M-V functional and the def2-TZVPD basis.

The geometry in ORCA input format:
```
! wB97M-V def2-TZVPD RIJCOSX def2/J DEFGRID3
* xyz 0 3
C 0.39753 1.52715 0.73219
C 2.11003 -1.03011 0.61377
C 0.08223 0.09415 0.18576
N -2.14354 -0.88684 -1.32432
O -2.25521 -0.75408 1.19121
O -2.20761 1.27102 -0.28792
O 0.75524 -1.02151 0.42213
S -1.79014 -0.04153 0.02469
H 0.59973 1.57795 1.81692
H 1.43931 1.79899 0.33661
H -0.43235 2.20593 0.36749
H 2.69801 -0.50528 -0.13533
H 2.47865 -2.08525 0.58939
H 2.50752 -0.44775 1.44189
H -0.11462 0.17987 -2.17778
H -1.52444 -1.52076 -1.76282
H -2.60035 -0.36197 -2.03387
*
```

The calculation puts the calculated total energy at -798.12789 hartree. As for the expectation value of S²: 2.004. Its HOMO-LUMO gap (alpha / beta) is 8.23 / 9.10 eV. As for the relative energy (zero: lowest compared OMol25 entry of this formula, charge and spin): 0.846 eV.

***

5.
Computed, not measured: one molecule with the formula C3H9NO3S2 at a distorted geometry, with the ωB97M-V functional and the def2-TZVPD basis.

The geometry in ORCA input format:
```
! wB97M-V def2-TZVPD RIJCOSX def2/J DEFGRID3
* xyz 0 1
C -0.42336 -2.42825 0.82186
C -2.06400 -0.10725 1.12633
C 1.64209 0.78396 -1.95168
N 1.03219 0.39142 0.67784
O -0.75830 -0.95534 -1.12603
O 1.58887 2.73678 0.02447
O -0.62376 1.66626 -0.63686
S -0.64329 -0.90741 0.27821
S 0.84770 1.56628 -0.39796
H 0.46238 -2.86124 0.34945
H -0.50897 -2.66213 1.85902
H -2.78816 -0.77491 1.39509
H -1.73420 0.18896 2.09617
H -2.55273 0.68290 0.62286
H 0.93218 0.68942 -2.63913
H 2.30575 1.59959 -2.20717
H 2.28830 -0.08210 -1.90745
H 0.99733 0.47305 1.61499
*
```

The calculation puts the calculated total energy at -1196.34897 hartree. Its HOMO-LUMO gap (alpha / beta) is 8.47 / 8.47 eV. As for the relative energy (zero: lowest compared OMol25 entry of this formula, charge and spin): 4.445 eV. The SMILES is C=[S@](C)(=O)NS(C)(=O)=O.

***

6.
Computed, not measured: one molecule with the formula C3H9NOS at a distorted geometry, with the ωB97M-V functional and the def2-TZVPD basis.

The geometry in ORCA input format:
```
! wB97M-V def2-TZVPD RIJCOSX def2/J DEFGRID3
* xyz 0 1
C -0.70771 -0.75754 -1.65293
O -1.87490 -0.32619 -2.21257
C -0.33791 0.00458 -0.35302
C 0.71852 -0.65305 0.50173
S 1.05612 0.13290 2.12078
N -0.14686 1.49315 -0.62781
H 0.08496 -0.61656 -2.35038
H -0.59022 -1.84342 -1.23235
H -2.56779 -0.04273 -1.59493
H -1.30230 -0.15633 0.27783
H 0.54924 -1.69539 0.76232
H 1.73498 -0.68921 0.04983
H 2.42423 -0.03172 2.13205
H 0.71237 1.74066 -1.11468
H 0.04650 1.80189 0.25834
*
```

The calculation puts the calculated total energy at -647.83760 hartree. Its HOMO-LUMO gap is 10.09 eV. As for the relative energy (zero: lowest compared OMol25 entry of this formula, charge and spin): 1.646 eV. The SMILES is N[C@@H](CO)CS.

***

7.
Computed, not measured: a 2-piece molecular cluster, C3H9NOS2 overall at a distorted geometry, with the ωB97M-V functional and the def2-TZVPD basis.

The geometry in ORCA input format:
```
! wB97M-V def2-TZVPD RIJCOSX def2/J DEFGRID3
* xyz 0 1
C 1.08278 -1.89941 -0.71271
C 0.42436 2.25598 0.14540
C -0.79282 -0.03462 -1.00615
N -1.17718 -0.83622 1.94623
O -1.02663 1.05602 -1.92306
S -0.27514 -1.48885 -1.88254
S 0.46980 1.26155 -1.37746
H 1.57480 -0.95004 -0.48038
H 1.85428 -2.55481 -1.04293
H 0.59059 -2.11142 0.19941
H -0.47438 1.98090 0.71602
H 0.39098 3.35920 -0.04919
H 1.29070 1.93116 0.69268
H -0.62182 -0.13170 1.39804
H -1.95183 -0.31382 2.16426
H -1.35850 -1.52391 1.21240
*
```

The calculation puts the calculated total energy at -1045.90404 hartree. Its HOMO-LUMO gap is 8.16 eV. As for the relative energy (zero: lowest compared OMol25 entry of this formula, charge and spin): 4.941 eV.

***

8.
Computed, not measured: one molecule with the formula C3H9NOS2 at a distorted geometry, with the ωB97M-V functional and the def2-TZVPD basis.

The geometry in ORCA input format:
```
! wB97M-V def2-TZVPD RIJCOSX def2/J DEFGRID3
* xyz 0 1
N -1.50697 1.21776 1.88592
C -0.61460 0.75214 0.81008
C 0.39259 1.84888 0.55764
O 0.03111 3.15078 0.13487
C 0.06722 -0.58111 0.97457
S 0.94852 -1.40279 -0.33115
S -0.00362 -1.87389 -1.87602
H -2.50807 1.06747 1.83001
H -1.41693 2.29263 1.83511
H -1.23175 0.75428 -0.08240
H 1.12722 1.97391 1.38534
H 1.02686 1.63079 -0.37046
H -0.36584 3.80132 0.83112
H -0.64916 -1.25515 1.29158
H 0.83583 -0.50515 1.83277
H -0.70791 -3.18332 -1.57234
*
```

The calculation puts the calculated total energy at -1046.00132 hartree. Its HOMO-LUMO gap is 9.52 eV. As for the relative energy (zero: lowest compared OMol25 entry of this formula, charge and spin): 2.294 eV. The SMILES is N[C@@H](CO)CSS.